[1]
{
  "formula": "C4H7F",
  "method": "ωB97M-V/def2-TZVPD",
  "energy_ha": -256.3929,
  "smiles": "C=CCCF",
  "lumo_energy_ev": 1.17,
  "gap_ha": 0.4025,
  "homo_ev": -9.8,
  "symbols": ["F", "C", "C", "C", "C", "H", "H", "H", "H", "H", "H", "H"],
  "positions_angstrom": [[-2.57780, -0.66191, -0.11685], [1.90848, -0.60134, -0.26765], [-1.49717, 0.30903, -0.39731], [0.91519, 0.31870, -0.03358], [-0.37326, 0.02518, 0.66569], [2.77355, -0.18144, -0.72517], [1.98005, -1.67884, 0.14515], [-0.62218, 0.64605, 1.56733], [-1.99941, 1.38498, -0.07199], [-1.24191, 0.24008, -1.54858], [-0.35614, -1.16662, 0.91666], [1.09060, 1.36612, -0.13371]],
  "lowdin_charge": [-0.158, 0.007, -0.164, -0.231, -0.223, 0.027, 0.091, 0.115, 0.149, 0.141, 0.158, 0.088]
}

---

[2]
{
  "formula": "C4H7F",
  "method": "ωB97M-V/def2-TZVPD",
  "energy_ha": -256.2854,
  "lumo_energy_ev": 1.09,
  "gap_ha": 0.4243,
  "homo_ev": -10.5,
  "symbols": ["F", "C", "C", "C", "C", "H", "H", "H", "H", "H", "H", "H"],
  "positions_angstrom": [[2.26760, 0.60134, -0.03323], [1.27955, -0.52617, -0.12323], [-1.54673, -0.04811, -0.27378], [-0.48818, 1.11369, 0.10077], [-0.14125, -0.40040, 0.52063], [0.27521, 1.17579, -0.87957], [-0.63666, 2.08880, 0.57527], [0.03823, -0.60528, 1.62003], [-2.36500, -0.17790, 0.51725], [2.00496, -1.56161, 0.50094], [-1.79200, -0.58571, -1.26575], [1.10429, -1.07445, -1.25932]],
  "lowdin_charge": [-0.155, -0.212, -0.090, -0.129, -0.285, 0.130, 0.087, 0.120, 0.096, 0.179, 0.105, 0.155]
}

---

[3]
{
  "formula": "C4H7F2I",
  "method": "ωB97M-V/def2-TZVPD",
  "energy_ha": -653.8344,
  "lumo_energy_ev": [0.79, -3.56],
  "spin_multiplicity": 3,
  "gap_ha": [0.2113, 0.2372],
  "homo_ev": [-5.0, -10.0],
  "symbols": ["I", "F", "F", "C", "C", "C", "C", "H", "H", "H", "H", "H", "H", "H"],
  "positions_angstrom": [[-3.35421, 0.29200, 0.03308], [0.51963, -1.57979, 0.48098], [-0.46841, -0.96550, -1.37771], [1.77541, 0.80576, -0.55531], [-0.22112, -0.65154, -0.06708], [0.33755, 0.66489, 0.06786], [-1.73779, -0.84273, 0.74505], [-1.80847, -1.97751, 0.58448], [-1.63412, -0.54106, 1.74568], [1.74654, 0.56743, -1.57378], [0.49510, 1.02917, 1.10552], [-0.28594, 1.28889, -0.54189], [2.08959, 1.76861, -0.63849], [2.54624, 0.14139, -0.00840]],
  "lowdin_spin": [1.397, 0.031, 0.010, 0.002, 0.061, 0.010, 0.446, 0.014, 0.019, 0.000, 0.002, 0.007, 0.000, 0.000]
}

---

[4]
{
  "formula": "C4H7F2N",
  "method": "ωB97M-V/def2-TZVPD",
  "energy_ha": -411.0040,
  "smiles": "NC/C=C\\C(F)F",
  "lumo_energy_ev": 0.99,
  "gap_ha": 0.3852,
  "homo_ev": -9.5,
  "symbols": ["F", "F", "N", "C", "C", "C", "C", "H", "H", "H", "H", "H", "H", "H"],
  "positions_angstrom": [[-1.46654, -1.28355, -0.56087], [-3.08821, 0.06686, 0.21063], [2.25336, -0.05248, 0.18632], [0.92288, -0.65402, -0.16738], [-1.75502, -0.22469, 0.24876], [-1.09355, 0.89221, -0.31688], [0.11930, 0.62269, -0.63983], [-1.72169, 1.67847, -0.56974], [0.66018, 1.63041, -0.86657], [-1.49771, -0.31235, 1.36890], [1.07473, -1.19895, -0.99956], [2.14411, 0.46977, 1.07283], [0.30335, -1.08864, 0.68253], [3.14481, -0.54572, 0.35088]],
  "lowdin_charge": [0.051, 0.039, -0.036, -0.201, -0.446, -0.092, -0.073, 0.107, 0.143, 0.184, 0.069, 0.070, 0.116, 0.070]
}

---

[5]
{
  "formula": "C4H7F3",
  "method": "ωB97M-V/def2-TZVPD",
  "energy_ha": -456.2108,
  "smiles": "CCCC(F)(F)F",
  "lumo_energy_ev": 0.99,
  "gap_ha": 0.4739,
  "homo_ev": -11.9,
  "symbols": ["F", "F", "F", "C", "C", "C", "C", "H", "H", "H", "H", "H", "H", "H"],
  "positions_angstrom": [[0.89725, -1.88289, 1.51604], [2.41869, -1.76700, -0.13857], [2.40150, -0.17766, 1.28496], [-1.68978, 0.74070, -0.60727], [0.62406, -0.19593, -0.34869], [1.59878, -1.01000, 0.61585], [-0.49152, 0.61743, 0.29643], [0.14594, -0.93136, -0.94967], [1.22848, 0.44780, -1.04594], [-2.47020, 1.42927, -0.19949], [-0.10898, 1.61662, 0.52855], [-0.94871, 0.13082, 1.26060], [-2.25873, -0.19280, -0.63698], [-1.34677, 1.17500, -1.57583]],
  "lowdin_charge": [0.052, 0.114, 0.133, -0.143, -0.094, -0.523, -0.285, 0.101, 0.145, 0.082, 0.107, 0.147, 0.076, 0.088]
}

---

[6]
{
  "formula": "C4H7F3N2",
  "method": "ωB97M-V/def2-TZVPD",
  "energy_ha": -565.6796,
  "smiles": "N[C@@H]1[C@H](N)[C@H]1C(F)(F)F",
  "lumo_energy_ev": 0.77,
  "gap_ha": 0.3672,
  "homo_ev": -9.2,
  "symbols": ["F", "F", "F", "N", "N", "C", "C", "C", "C", "H", "H", "H", "H", "H", "H", "H"],
  "positions_angstrom": [[2.80403, 0.99744, 0.56573], [2.49658, -1.14101, 0.60579], [2.29646, -0.03657, -1.24487], [-1.45522, -1.52848, 0.05775], [-1.34045, 1.74280, 0.17194], [2.00642, 0.03254, 0.05611], [0.54164, 0.17050, 0.38445], [-0.44620, -0.63947, -0.46576], [-0.48510, 0.84752, -0.48347], [-0.05348, -1.07709, -1.28945], [-1.87097, -1.45491, 0.99991], [-1.70157, 1.12746, 1.00957], [-2.15926, 1.97975, -0.48713], [-0.12979, 1.31644, -1.48924], [0.49618, 0.11816, 1.52820], [-0.99927, -2.45509, 0.08046]],
  "lowdin_charge": [0.123, 0.084, 0.142, 0.044, 0.026, -0.578, -0.092, -0.277, -0.352, 0.108, 0.081, 0.122, 0.116, 0.182, 0.186, 0.086]
}

---

[7]
{
  "formula": "C4H7F6IrN3O5S2",
  "method": "ωB97M-V/def2-TZVPD",
  "energy_ha": -2196.6227,
  "total_charge": 1,
  "lumo_energy_ev": -4.38,
  "gap_ha": 0.3495,
  "homo_ev": -13.9,
  "symbols": ["Ir", "S", "S", "F", "F", "F", "F", "F", "F", "O", "O", "O", "O", "O", "N", "N", "N", "C", "C", "C", "C", "H", "H", "H", "H", "H", "H", "H"],
  "positions_angstrom": [[-0.29543, 0.34753, 0.67740], [-0.44899, -1.64365, -1.31485], [1.84261, -0.30234, -1.64757], [3.04584, -2.46320, -0.75568], [2.60614, -1.00384, 0.78749], [-1.61917, -2.79207, -3.30107], [-0.25969, -4.08717, -2.21887], [-2.16968, -3.54863, -1.34444], [4.21417, -0.64795, -0.61484], [-1.47783, 0.14048, 2.41159], [-0.13308, -1.91192, 0.10424], [-1.44216, -0.58123, -1.42880], [2.62254, 0.28109, -2.66928], [1.14118, 0.70008, -0.77055], [-0.84977, 2.20816, 0.11096], [0.83701, -1.38479, -2.17011], [-2.24034, 2.39624, -0.21182], [3.01943, -1.17697, -0.46999], [-0.52068, 0.89755, 2.49969], [-1.17617, -3.15094, -2.11605], [-0.17790, 1.91650, 3.50074], [-0.52275, 1.60992, 4.48819], [-0.58027, 2.97635, 0.72384], [0.89350, 2.10097, 3.49706], [-0.33551, 2.39052, -0.75595], [-2.48579, 1.66436, -0.87542], [-0.70292, 2.83918, 3.23486], [-2.78428, 2.22578, 0.62925]],
  "lowdin_charge": [1.339, 0.650, 0.696, 0.180, 0.128, 0.194, 0.195, 0.187, 0.188, 0.012, -0.363, -0.325, -0.186, -0.472, -0.141, -0.268, 0.052, -0.669, -0.457, -0.694, 0.000, 0.113, 0.126, 0.102, 0.125, 0.084, 0.108, 0.096]
}

---

[8]
{
  "formula": "C4H7FN2",
  "method": "ωB97M-V/def2-TZVPD",
  "energy_ha": -365.8358,
  "lumo_energy_ev": 0.90,
  "gap_ha": 0.2935,
  "homo_ev": -7.1,
  "symbols": ["F", "N", "N", "C", "C", "C", "C", "H", "H", "H", "H", "H", "H", "H"],
  "positions_angstrom": [[-2.20738, -0.37596, 0.07137], [-0.80124, 2.05711, 0.88302], [0.09464, -0.76942, -0.00763], [-1.09587, -1.05341, 0.51579], [0.09230, 1.69480, 0.09812], [0.28801, 0.50221, -0.87174], [1.27056, -1.43490, 0.04954], [1.25006, -2.19403, 0.80633], [-1.60080, 1.42266, 0.66744], [-1.20679, -1.99973, 0.96066], [0.98926, 2.23110, 0.12219], [2.12077, -0.89316, -0.37409], [1.27025, 0.41026, -1.35043], [-0.46378, 0.40248, -1.57057]],
  "lowdin_charge": [-0.021, 0.129, -0.186, -0.151, -0.228, -0.051, -0.030, 0.054, 0.051, 0.110, 0.075, 0.049, 0.110, 0.090]
}

---

[9]
{
  "formula": "C4H7FN2O",
  "method": "ωB97M-V/def2-TZVPD",
  "energy_ha": -441.0024,
  "lumo_energy_ev": [0.42, 0.04],
  "gap_ha": [0.3103, 0.2688],
  "homo_ev": [-8.0, -7.3],
  "symbols": ["F", "O", "N", "N", "C", "C", "C", "C", "H", "H", "H", "H", "H", "H", "H"],
  "positions_angstrom": [[-0.17068, 1.39122, 0.95510], [0.34119, -2.29059, -1.20904], [0.88829, -2.79643, 1.78340], [0.62438, -1.55567, 1.02595], [0.16380, 2.01063, -1.35408], [-0.29974, 1.01661, -0.31863], [0.41039, -1.64630, -0.24024], [-1.40964, 1.85493, -1.19074], [0.77779, 2.77894, -0.83733], [-0.01873, -2.95575, 2.46167], [1.70489, -2.82024, 2.36938], [0.34007, -0.67173, 1.44284], [-2.10403, 1.43181, -1.99756], [0.65666, 1.65243, -2.25369], [-1.90465, 2.60014, -0.63704]],
  "lowdin_charge": [-0.021, 0.149, 0.030, -0.026, -0.140, -0.281, -0.296, -0.069, 0.103, 0.153, 0.055, 0.110, 0.103, 0.083, 0.046]
}

---

[10]
{
  "formula": "C4H7FN3",
  "method": "ωB97M-V/def2-TZVPD",
  "energy_ha": -420.4404,
  "smiles": "N[C@@]1(F)C=NC=[NH+]C1",
  "total_charge": 1,
  "lumo_energy_ev": -5.67,
  "gap_ha": 0.3439,
  "homo_ev": -15.0,
  "symbols": ["F", "N", "N", "N", "C", "C", "C", "C", "H", "H", "H", "H", "H", "H", "H"],
  "positions_angstrom": [[0.71897, -0.79824, -1.48230], [-1.23408, -1.14672, 0.58457], [-1.47284, 0.89497, -0.41937], [2.14330, -0.03945, 0.29350], [-1.91389, -0.32080, -0.24060], [-0.04699, 1.18206, -0.06808], [0.80850, -0.30303, -0.20236], [0.04019, -1.22138, 0.73191], [2.46808, -0.95712, 0.66395], [2.82721, 0.04659, -0.42868], [-2.96524, -0.66071, -0.62275], [0.32792, -1.73248, 1.69085], [-0.00315, 1.50522, 1.07411], [0.38681, 1.91876, -0.80064], [-2.08478, 1.63233, -0.77411]],
  "lowdin_charge": [0.068, 0.137, 0.088, 0.120, -0.075, 0.014, -0.480, 0.045, 0.110, 0.094, 0.201, 0.170, 0.178, 0.151, 0.178]
}

---

[11]
{
  "formula": "C4H7FO",
  "method": "ωB97M-V/def2-TZVPD",
  "energy_ha": -331.6526,
  "smiles": "FCC[C@@H]1CO1",
  "lumo_energy_ev": 1.10,
  "gap_ha": 0.4239,
  "homo_ev": -10.4,
  "symbols": ["F", "O", "C", "C", "C", "C", "H", "H", "H", "H", "H", "H", "H"],
  "positions_angstrom": [[-1.52445, 2.24739, 0.15117], [1.61441, -0.27821, -0.09318], [0.40460, -0.81240, -0.57308], [-0.57749, 1.28062, 0.30429], [-0.74286, 0.16603, -0.73090], [0.97722, -1.22674, 0.69097], [-0.66034, 0.96674, 1.38137], [1.49075, -2.20822, 0.80536], [-1.76213, -0.28623, -0.54860], [0.50900, -0.86058, 1.61018], [0.61687, -1.34502, -1.53881], [0.38619, 1.75788, 0.23824], [-0.73178, 0.59875, -1.69702]],
  "lowdin_charge": [-0.044, -0.046, -0.302, -0.239, -0.106, -0.141, 0.130, 0.125, 0.141, 0.110, 0.156, 0.115, 0.102]
}

---

[12]
{
  "formula": "C4H7FO",
  "method": "ωB97M-V/def2-TZVPD",
  "energy_ha": -331.5319,
  "lumo_energy_ev": 0.76,
  "gap_ha": 0.4003,
  "homo_ev": -10.1,
  "symbols": ["F", "O", "C", "C", "C", "C", "H", "H", "H", "H", "H", "H", "H"],
  "positions_angstrom": [[-0.36742, -1.51244, -0.26249], [1.49822, 0.77293, -0.67197], [-0.02345, 0.78982, -0.98069], [-1.52748, 0.08724, 1.02805], [1.02214, 0.05717, 0.57157], [-0.31256, -0.19482, 0.04684], [-0.59443, 1.95049, -0.48838], [-0.35115, 0.52452, -2.30471], [-1.64461, -0.66397, 1.81932], [-1.12821, 1.04803, 1.59787], [1.49925, -1.09935, 1.05066], [1.08276, 0.88718, 1.50497], [-2.49451, 0.34506, 0.56383]],
  "lowdin_charge": [0.019, -0.136, -0.101, -0.011, -0.156, -0.669, 0.207, 0.216, 0.075, 0.102, 0.210, 0.166, 0.078]
}

---

Copy entry 5 word for word.
{
  "formula": "C4H7F3",
  "method": "ωB97M-V/def2-TZVPD",
  "energy_ha": -456.2108,
  "smiles": "CCCC(F)(F)F",
  "lumo_energy_ev": 0.99,
  "gap_ha": 0.4739,
  "homo_ev": -11.9,
  "symbols": ["F", "F", "F", "C", "C", "C", "C", "H", "H", "H", "H", "H", "H", "H"],
  "positions_angstrom": [[0.89725, -1.88289, 1.51604], [2.41869, -1.76700, -0.13857], [2.40150, -0.17766, 1.28496], [-1.68978, 0.74070, -0.60727], [0.62406, -0.19593, -0.34869], [1.59878, -1.01000, 0.61585], [-0.49152, 0.61743, 0.29643], [0.14594, -0.93136, -0.94967], [1.22848, 0.44780, -1.04594], [-2.47020, 1.42927, -0.19949], [-0.10898, 1.61662, 0.52855], [-0.94871, 0.13082, 1.26060], [-2.25873, -0.19280, -0.63698], [-1.34677, 1.17500, -1.57583]],
  "lowdin_charge": [0.052, 0.114, 0.133, -0.143, -0.094, -0.523, -0.285, 0.101, 0.145, 0.082, 0.107, 0.147, 0.076, 0.088]
}